Molecular formula: C47H50BiN11S
Method: DFT, ωB97M-V/def2-TZVPD

Structure (XYZ):
```
110
Properties=species:S:1:pos:R:3:mulliken_charge:R:1
Bi 0.543 0.543 -0.003 1.769
S -4.839 -0.392 1.846 -0.375
N -1.441 0.023 0.853 0.174
N 2.099 -1.051 -0.535 -0.402
N 0.208 0.237 -2.271 0.111
N 1.617 4.434 -2.015 -0.325
N 1.638 2.149 2.543 1.310
N 2.209 3.551 0.031 0.166
N 4.448 3.765 0.750 -0.788
N -1.367 1.960 -0.888 1.251
N 0.724 -1.314 1.601 -0.014
N 3.786 4.679 -1.340 -0.755
N 5.937 4.887 -0.575 -0.365
C 2.570 4.204 -1.081 0.353
C -1.600 1.809 -2.152 -0.425
C -2.237 2.776 -0.057 -1.883
C 3.893 1.748 4.221 -1.076
C -0.392 5.161 2.654 -1.221
C 2.289 -5.429 0.550 -0.697
C -0.895 2.363 2.294 -0.996
C -3.061 2.626 -4.070 -0.552
C 1.398 -4.959 1.514 -0.689
C 3.190 3.318 0.919 0.573
C 2.601 1.307 4.608 -0.432
C 2.772 -3.320 -0.703 -0.280
C 0.994 -0.741 -3.015 -0.637
C -3.649 -3.397 -0.303 -0.765
C 1.194 -2.439 1.133 0.798
C 1.553 1.527 3.791 -0.940
C 2.037 -2.295 -0.086 0.574
C -2.300 2.782 -2.951 -0.973
C 0.934 -3.690 1.759 -0.587
C -2.787 0.214 -4.525 -1.048
C -2.372 -3.108 -0.825 1.311
C 2.502 -0.512 -2.943 -1.157
C -2.895 1.858 1.011 -1.516
C 4.678 4.438 -0.374 0.174
C -1.263 -1.063 3.315 -0.991
C -2.007 0.299 3.194 -1.872
C -2.755 -4.436 -2.918 -1.981
C 4.015 2.376 3.014 -0.940
C -0.450 -3.764 -2.369 -0.844
C 2.903 -4.676 -0.428 -0.718
C -1.783 1.083 1.839 1.886
C -3.666 -1.292 0.957 0.996
C 0.240 -1.169 2.963 -0.162
C -1.564 4.601 3.133 -0.866
C -1.784 -4.164 -1.757 2.193
C 2.928 2.599 2.152 0.735
C -1.590 -5.453 -0.940 -1.788
C -3.401 1.423 -4.713 -0.554
C -1.777 3.253 2.953 -0.305
C -4.243 -2.521 0.540 -1.313
C -1.655 -0.100 -3.757 0.232
C 0.615 4.287 2.314 -0.717
C 0.432 2.897 2.251 0.727
C -1.750 -1.953 -0.414 -0.581
C -2.292 -0.994 0.520 -0.271
C -0.976 0.627 -2.785 1.087
C 3.053 -0.561 -1.503 -1.041
H 0.713 -0.691 -4.071 0.737
H 3.982 -1.135 -1.466 0.780
H 2.749 0.452 -3.392 0.528
H -2.321 5.203 3.616 0.456
H -3.175 -0.608 -5.117 0.368
H 0.794 -1.754 -2.660 -0.299
H -1.109 -6.222 -1.549 0.457
H 4.740 1.630 4.881 0.428
H -3.722 -4.799 -2.573 0.363
H 1.006 -5.724 2.178 0.332
H -0.590 -2.910 -3.032 -0.076
H -2.705 2.853 3.333 0.448
H -1.326 -1.322 4.377 0.644
H 2.971 -1.287 -3.554 0.331
H 4.963 2.759 2.676 0.557
H -1.280 -1.104 -3.913 -0.092
H -1.717 0.933 4.032 0.717
H 0.722 -0.276 3.329 -1.301
H -5.234 -2.730 0.916 0.452
H -3.062 0.090 3.333 0.653
H -4.198 1.471 -5.445 0.362
H 1.617 4.666 2.168 0.436
H -0.230 6.230 2.645 0.462
H -0.959 -5.255 -0.075 0.192
H -2.197 3.791 -2.567 0.472
H -0.053 -4.591 -2.961 0.533
H -1.813 -1.833 2.775 0.318
H 6.115 5.510 -1.340 0.262
H -4.173 -4.300 -0.581 0.392
H -3.611 2.419 1.601 0.511
H -3.501 3.532 -4.474 0.379
H 2.514 -6.488 0.563 0.332
H 0.765 3.895 -1.996 0.153
H -2.329 -5.192 -3.581 0.477
H 3.565 -5.216 -1.096 0.341
H -2.925 -3.524 -3.493 0.327
H -1.664 3.593 0.384 0.180
H 0.226 -3.627 2.577 0.298
H 0.647 -1.984 3.572 1.220
H 3.306 0.453 -1.187 0.020
H -0.761 -1.717 -0.791 -0.438
H 1.935 4.820 -2.886 0.257
H -2.544 -5.843 -0.587 0.399
H 6.577 4.834 0.196 0.237
H -3.054 3.217 -0.639 0.957
H -3.468 1.147 0.433 0.726
H 2.439 0.835 5.567 0.494
H 3.335 -2.998 -1.571 0.218
H 0.281 -3.520 -1.603 -0.219
H 0.550 1.305 4.116 0.637
```

Summary:
E_HOMO (alpha / beta)	-6.7 / -6.3	eV
energy relative to the best compared isomer or geometry (same formula, charge and spin)	0.0	kJ/mol
F_max	0.9	eV/Å

Molecular formula: C4H12
Method: DFT, ωB97M-V/def2-TZVPD

Structure (XYZ):
```
16
Properties=species:S:1:pos:R:3:mulliken_charge:R:1
C -1.338 0.905 -0.964 -0.574
C 1.620 -0.804 1.090 -0.848
C 0.552 -0.062 1.930 -0.839
C -0.864 0.058 -2.133 -0.905
H 1.674 -1.786 1.596 0.255
H -1.353 0.389 -3.131 0.272
H -1.402 -1.014 -1.925 0.176
H -1.197 0.369 -0.160 0.050
H 0.326 0.958 1.503 0.211
H 1.080 0.131 3.001 0.267
H 2.544 -0.271 1.154 0.297
H 0.100 -0.076 -2.410 0.383
H -0.495 1.577 -0.677 0.301
H -0.257 -0.627 1.962 0.337
H 1.452 -0.949 0.098 0.320
H -2.442 1.204 -0.935 0.297
```

Summary:
E_HOMO	-11.0	eV
energy relative to the best compared isomer or geometry (same formula, charge and spin)	198.4	kJ/mol
F_max	7.2	eV/Å

Molecular formula: C5H5NO
Method: DFT, ωB97M-V/def2-TZVPD

Structure (XYZ):
```
12
Properties=species:S:1:pos:R:3:mulliken_charge:R:1
O -1.881 0.363 0.665 -0.479
N 2.457 -1.741 0.174 -0.406
C 0.632 1.115 -0.293 -0.814
C 0.623 1.677 -1.361 0.017
C -0.820 -0.526 0.902 -0.729
C 1.488 -1.121 0.065 0.015
C 0.273 -0.333 -0.140 0.868
H -0.378 -0.409 1.898 0.326
H -1.554 1.263 0.808 0.328
H 0.526 1.889 -2.394 0.364
H -0.145 -0.645 -1.107 0.154
H -1.221 -1.533 0.783 0.356
```

Summary:
E_HOMO	-10.7	eV
energy relative to the best compared isomer or geometry (same formula, charge and spin)	366.4	kJ/mol
F_max	1.5	eV/Å

Molecular formula: H4O2
Method: DFT, ωB97M-V/def2-TZVPD

Structure (XYZ):
```
6
Properties=species:S:1:pos:R:3:mulliken_charge:R:1
O 1.198 1.249 0.153 -0.669
O -1.118 -0.731 0.007 -0.634
H -1.313 -1.685 -0.171 0.309
H 0.252 1.381 0.199 0.333
H 1.282 0.670 -0.652 0.330
H -0.300 -0.884 0.464 0.329
```

Summary:
E_HOMO	-11.6	eV
energy relative to the best compared isomer or geometry (same formula, charge and spin)	19.0	kJ/mol
F_max	1.9	eV/Å

Molecular formula: C2H6OS
Method: DFT, ωB97M-V/def2-TZVPD

Structure (XYZ):
```
10
Properties=species:S:1:pos:R:3:mulliken_charge:R:1
S 1.704 -1.143 0.128 -0.199
O -2.467 -0.344 0.031 -0.368
C 1.841 0.367 -0.885 -0.746
C -2.484 0.027 1.159 -0.038
H 2.798 0.849 -0.679 0.266
H -3.389 0.073 1.805 0.241
H 1.719 0.260 -1.964 0.296
H 1.058 1.077 -0.571 0.255
H 0.823 -1.669 -0.734 0.122
H -1.604 0.502 1.710 0.171
```

Summary:
E_HOMO	-9.0	eV
energy relative to the best compared isomer or geometry (same formula, charge and spin)	68.1	kJ/mol
F_max	2.1	eV/Å

Molecular formula: CHO3PS2
Method: DFT, ωB97M-V/def2-TZVPD

Structure (XYZ):
```
8
Properties=species:S:1:pos:R:3:mulliken_charge:R:1
S -0.503 -0.442 2.000 -0.632
S 2.426 -1.162 2.499 -0.482
P 1.604 -0.079 -0.214 0.805
O 2.450 1.111 -0.056 -0.721
O 2.056 -1.232 -1.070 -0.767
O 0.140 0.399 -0.700 -0.471
C 1.088 -0.688 1.495 0.020
H -0.210 0.162 0.138 0.247
```

Summary:
E_HOMO	-0.1	eV
energy relative to the best compared isomer or geometry (same formula, charge and spin)	21.6	kJ/mol
F_max	3.2	eV/Å
net charge	-2

Question: Among the records above, which one has the highest F_max?
Answer: C4H12

Question: F_max of number 4 (H4O2)?
Answer: 1.9 eV/Å